Entry 1:
This record from the Open Molecules 2025 dataset describes a molecular structure, C21H22As2F6NO6Os. The level of theory is ωB97M-V with the def2-TZVPD basis set.

Last column: Mulliken charge in e.
Element x y z (Å)
1 Os 0.694 0.320 -0.761  1.268
2 H 1.995 -0.428 2.968  0.332
3 C -1.219 2.502 4.532  -0.744
4 F 0.742 -3.412 -0.955  -0.257
5 C 1.710 -2.667 -4.316  0.806
6 As -1.305 1.704 -0.107  0.682
7 H 2.799 3.383 1.900  0.460
8 O -2.013 -0.337 -3.615  -0.608
9 C 2.529 0.404 2.520  -1.357
10 H 3.710 -2.739 -3.442  0.465
11 C -0.068 2.172 3.833  -0.979
12 F -2.309 -0.963 1.696  -0.299
13 C -2.434 2.616 3.866  -0.662
14 H -0.322 -2.281 -4.972  0.606
15 C 2.717 -2.308 -3.413  -0.298
16 C 0.445 -3.015 0.296  0.045
17 H -3.313 0.251 0.148  0.216
18 C -3.054 1.052 -0.536  -1.319
19 F 0.317 -4.112 1.042  -0.269
20 F 1.517 -2.346 0.756  -0.152
21 H 1.647 3.779 0.605  0.346
22 H -3.330 2.866 4.419  0.437
23 As 1.342 1.409 1.388  1.032
24 C -0.855 -2.179 0.278  1.065
25 C -1.358 2.064 1.795  0.304
26 C 0.455 -2.042 -4.261  -0.449
27 H -1.720 3.504 -1.808  0.446
28 C -1.969 -3.062 -0.290  -2.006
29 C -1.242 -1.778 1.722  0.279
30 H 3.346 0.035 1.904  0.393
31 H -3.733 1.897 -0.416  0.581
32 C 3.325 -0.790 -1.414  0.117
33 C -1.119 3.454 -0.904  -1.112
34 C -0.149 1.955 2.462  0.446
35 H -2.911 -2.520 -0.237  0.428
36 O -0.804 -1.050 -0.531  0.468
37 O 4.487 -1.028 -1.313  -0.586
38 C 2.409 -1.370 -2.460  0.141
39 O 1.882 -3.583 -5.270  -0.503
40 O -0.615 0.809 -2.281  -0.658
41 H -1.746 -3.269 -1.334  0.435
42 H 3.095 2.801 0.244  0.386
43 C 2.329 3.022 0.986  -1.102
44 F -0.260 -1.104 2.355  -0.178
45 H -1.452 4.196 -0.180  0.414
46 H 0.871 2.074 4.361  0.459
47 H -2.066 -3.999 0.254  0.397
48 H -3.466 2.485 1.998  0.459
49 C -0.955 -0.221 -3.075  0.013
50 H 2.772 -3.956 -5.249  0.319
51 O 2.662 0.086 -0.630  -0.600
52 C -2.510 2.400 2.498  -0.808
53 F -1.556 -2.827 2.481  -0.285
54 H -1.172 2.659 5.601  0.426
55 C 0.252 -1.105 -3.281  0.453
56 H 2.918 1.069 3.290  0.563
57 N 1.211 -0.806 -2.409  -0.159
58 H -3.072 0.703 -1.566  0.400
59 H -0.078 3.627 -1.170  0.305

Results
Orbital gap   0.29095 Eh
M   838.47 Da
Charge   +1
LUMO   -3.931 eV
DFT total energy   -6480.90268 Eh
Maximum force   0.0249 Eh/bohr
E_HOMO   -11.848 eV

=====

Entry 2:
This record from the Open Molecules 2025 dataset describes a molecular structure, C21H22BrCrN4O5Si. The level of theory is ωB97M-V with the def2-TZVPD basis set.

Last column: Mulliken spin population.
Element x y z (Å)
1 N 2.046 -0.812 -1.950  -0.032
2 O 0.214 -2.996 -3.945  0.008
3 C 0.471 -2.167 -3.087  -0.021
4 C -0.836 -3.026 2.566  0.009
5 H -1.217 3.992 -0.619  0.085
6 C 2.416 -2.934 0.622  0.006
7 C -0.355 3.767 2.742  0.430
8 H -2.301 2.175 -1.440  0.003
9 H 1.018 -4.152 2.655  0.000
10 C 1.034 -2.651 1.128  0.006
11 H 2.395 -3.144 -0.448  0.000
12 C -0.889 -1.287 0.920  -0.026
13 O 5.345 -1.716 -4.125  0.002
14 C -1.529 -2.011 1.957  -0.015
15 H -5.117 0.382 -0.245  0.001
16 H -4.343 -1.166 0.132  0.001
17 H -3.577 2.829 -0.412  -0.007
18 C 2.990 -2.003 -3.731  -0.007
19 N 0.360 -1.671 0.532  -0.023
20 C -1.551 4.447 2.452  -0.082
21 N -0.380 2.623 0.629  0.273
22 H -3.492 0.134 2.787  0.003
23 H -3.996 -0.367 -1.399  0.000
24 C -2.159 4.251 1.252  0.325
25 H 0.157 3.901 3.685  0.026
26 O 4.105 1.111 0.102  0.009
27 H -2.537 -1.763 2.255  0.001
28 H -1.311 -3.583 3.366  0.001
29 H 3.057 -2.064 0.776  -0.001
30 C -2.583 2.368 -0.402  0.072
31 C 3.095 0.612 -0.370  -0.015
32 H 2.850 -3.788 1.141  0.000
33 H 1.047 2.266 2.003  0.003
34 Si -2.735 0.698 0.437  0.001
35 C 0.155 2.847 1.778  -0.064
36 H 2.858 -2.696 -4.553  0.000
37 O 1.890 0.706 0.065  -0.011
38 C -4.191 -0.192 -0.339  0.002
39 N -1.305 -0.238 0.204  0.020
40 Br 0.072 1.531 -2.682  -0.010
41 C 4.223 -1.435 -3.411  0.011
42 H -2.218 1.361 2.778  0.010
43 H 5.298 -0.122 -2.059  0.000
44 H 5.117 -2.314 -4.845  0.000
45 C 1.904 -1.654 -2.957  0.030
46 Cr 0.401 -0.247 -0.944  3.035
47 C 4.349 -0.560 -2.332  -0.006
48 C -1.559 3.356 0.216  -0.067
49 H -3.083 4.764 1.010  0.016
50 C 3.208 -0.270 -1.616  0.023
51 C 0.467 -3.358 2.172  0.005
52 O -0.315 -1.652 -2.215  -0.014
53 H -1.989 5.115 3.184  -0.005
54 H -3.865 1.794 2.325  -0.011
55 C -3.109 1.007 2.256  0.001

Results
Orbital gap (alpha / beta)   0.26590 / 0.25961 Eh
⟨S²⟩   6.06
M   570.42 Da
Charge   -1
Energy above the lowest of the compared OMol25 structures with the same formula, charge and spin   2.8 kJ/mol
LUMO (alpha / beta)   2.447 / 1.920 eV
DFT total energy   -5316.94668 Eh
Maximum force   0.0090 Eh/bohr
Multiplicity   5
E_HOMO (alpha / beta)   -4.789 / -5.145 eV

=====

Entry 3:
This record from the Open Molecules 2025 dataset describes a molecular structure, C21H22BrLuN3O9S. The level of theory is ωB97M-V with the def2-TZVPD basis set.

Last column: Mulliken charge in e.
Element x y z (Å)
1 S 2.662 -5.350 -0.780  0.322
2 C -1.867 -2.359 0.692  0.635
3 H 1.331 1.611 -4.318  0.452
4 H -0.454 -0.142 -2.480  0.266
5 C 1.627 0.497 -2.507  2.016
6 C -2.415 -3.679 0.713  -0.030
7 C 1.733 1.091 1.798  -0.309
8 C 1.446 1.928 -0.407  -0.165
9 C -3.786 -3.860 0.746  -0.500
10 H 3.137 4.314 1.398  0.370
11 C 0.506 -0.489 -2.866  -1.406
12 H 1.723 1.188 2.872  0.540
13 C 2.146 4.566 1.019  -1.731
14 O -1.360 0.325 1.532  -0.496
15 C -4.646 -2.769 0.757  -0.461
16 O -0.610 -2.115 0.572  -0.151
17 O -2.128 -6.030 0.704  -0.725
18 H -0.588 4.905 1.420  0.473
19 Br 2.271 -1.634 2.396  -0.279
20 H -1.027 3.198 1.210  0.235
21 O -0.287 -4.786 0.712  -0.647
22 C -2.808 -1.295 0.762  -0.370
23 C 1.058 3.581 3.025  -2.166
24 H -4.162 -4.874 0.754  0.610
25 N -6.090 -2.984 0.780  1.038
26 O -2.960 0.934 0.225  -0.627
27 H 0.312 2.890 3.416  0.386
28 N 1.739 -4.582 -1.632  -0.434
29 H 2.948 -0.167 -4.092  0.469
30 H -4.841 -0.621 0.771  0.581
31 C 2.976 -0.037 -3.008  -1.763
32 C 1.453 2.163 0.969  -0.154
33 O -6.805 -1.999 0.883  -0.652
34 H 1.214 2.762 -1.053  0.283
35 O 2.791 -4.833 0.644  -0.622
36 H 3.215 -0.992 -2.547  0.283
37 O -6.497 -4.129 0.833  -0.635
38 C -1.569 -4.947 0.706  0.250
39 H 0.795 4.584 3.364  0.440
40 N -2.333 0.091 0.845  0.973
41 C 1.983 -0.145 1.232  -0.202
42 C 1.684 0.695 -0.991  -0.572
43 H 2.202 4.593 -0.069  0.284
44 H 0.705 -1.481 -2.462  0.148
45 Lu 1.160 -3.280 0.237  1.549
46 H 0.372 2.225 -2.975  0.381
47 C 1.960 -0.405 -0.141  1.566
48 H 1.889 5.570 1.367  0.467
49 H -0.277 4.088 -0.107  0.331
50 C 1.101 3.550 1.497  2.166
51 C -0.283 3.956 0.974  -1.560
52 C 1.342 1.806 -3.244  -2.254
53 H 0.424 -0.581 -3.951  0.495
54 H 2.108 2.560 -3.054  0.399
55 H 3.773 0.671 -2.775  0.359
56 O 2.156 -1.633 -0.586  -1.038
57 H 2.025 3.325 3.461  0.391
58 C -4.174 -1.469 0.761  -0.205

Results
Orbital gap   0.28905 Eh
M   747.36 Da
Charge   -1
Energy above the lowest of the compared OMol25 structures with the same formula, charge and spin   0.0 kJ/mol
LUMO   2.177 eV
DFT total energy   -5862.73018 Eh
Maximum force   0.0219 Eh/bohr
E_HOMO   -5.689 eV

=====

Entry 4:
This record from the Open Molecules 2025 dataset describes 4 unconnected molecules or ions with the total composition C21H22F25I2O7PS. The level of theory is ωB97M-V with the def2-TZVPD basis set.

Last column: Mulliken charge in e.
Element x y z (Å)
1 F -0.842 4.880 4.793  -0.256
2 H -3.083 -3.071 0.209  0.690
3 F -10.549 -0.057 -0.498  -0.333
4 H 3.039 3.414 2.367  0.330
5 C -9.700 -0.441 -1.504  0.920
6 F 0.036 -4.096 -2.087  -0.335
7 F 6.345 -2.656 -0.952  -0.316
8 H -5.714 -1.990 -2.941  -0.139
9 C 6.159 -1.571 1.061  0.305
10 F 6.728 -2.620 1.690  -0.279
11 H -1.525 -1.244 0.287  0.749
12 F 6.439 -0.455 1.763  -0.203
13 F 3.053 4.010 5.411  -0.229
14 P 1.541 -1.226 0.182  0.362
15 C 0.127 -2.140 -0.693  1.355
16 H 2.304 0.155 -1.359  0.263
17 H 1.679 -5.296 -0.538  0.420
18 O 6.944 0.805 -1.404  -0.419
19 H -1.872 -4.169 -0.552  0.362
20 F -6.452 -2.634 -4.688  -0.264
21 C -9.299 -1.882 -1.166  -0.747
22 H 3.517 4.852 1.472  0.398
23 F -9.787 -0.553 -3.875  -0.212
24 S -2.693 -2.513 -1.997  1.456
25 H -11.436 -0.767 -2.768  0.290
26 F 5.130 4.676 5.547  -0.265
27 C 6.766 1.882 -0.588  0.826
28 H 4.560 3.104 4.460  0.282
29 I 0.515 0.916 0.769  -0.103
30 F 5.284 4.973 2.897  -0.312
31 F -8.795 -3.086 -3.447  -0.302
32 F 8.458 1.212 0.931  -0.223
33 C 4.216 4.104 4.736  0.101
34 H 1.738 -3.168 -1.658  0.620
35 C -0.360 -1.318 -1.899  -1.129
36 O 2.450 -0.765 -1.119  -0.427
37 F -7.116 -0.792 -3.710  -0.250
38 C -2.178 -3.137 -0.395  -1.023
39 O -1.386 -1.955 -2.691  -0.325
40 C 1.147 -4.468 -0.069  -1.433
41 C 3.077 4.504 2.406  -0.600
42 F -7.128 -4.061 -2.457  -0.292
43 C -1.097 -2.248 0.224  -1.415
44 O 1.783 5.076 2.414  -0.380
45 H 8.834 2.525 -0.526  0.233
46 H -10.047 -2.587 -1.531  0.318
47 F -8.627 0.369 -1.473  -0.267
48 C -10.500 -0.202 -2.789  0.066
49 H -9.317 -1.917 -0.077  0.384
50 F -0.251 4.282 2.203  -0.295
51 F 1.100 5.864 5.018  -0.225
52 I -0.770 -2.763 2.277  0.177
53 F 5.723 1.726 0.249  -0.275
54 C 0.741 4.528 3.099  0.732
55 H 5.129 -0.150 -1.052  0.390
56 F 8.063 -1.439 -0.328  -0.284
57 H 0.239 -4.874 0.384  0.303
58 H 1.754 -4.032 0.726  0.337
59 H 5.075 -1.720 1.032  0.069
60 O -3.634 -1.456 -1.765  -0.745
61 F 6.482 2.949 -1.374  -0.310
62 C 0.813 -3.454 -1.141  -0.394
63 F 7.776 3.290 0.993  -0.218
64 C 6.719 -1.480 -0.362  0.833
65 C -6.654 -2.043 -3.489  0.680
66 C -7.693 -2.858 -2.710  0.789
67 F -10.788 1.115 -2.879  -0.267
68 O -3.120 -3.627 -2.785  -0.696
69 H -0.750 -0.357 -1.553  0.579
70 H 0.457 -1.121 -2.591  0.320
71 H 6.193 -0.815 -2.273  0.446
72 F 3.769 6.246 3.851  -0.280
73 C 8.048 2.248 0.178  0.149
74 F 1.058 3.351 3.662  -0.250
75 C 0.156 5.504 4.131  0.151
76 H -0.234 6.389 3.626  0.252
77 C 4.052 4.981 3.489  0.840
78 O -7.989 -2.282 -1.507  -0.350
79 C 6.172 -0.375 -1.277  -0.712

Results
SMILES   C[C@@H](F)[C@@]1(P(O)I)COS(=O)(=O)C[C@H]1I.FC(F)C(F)(F)COC(F)(F)C(F)F.FC(F)C(F)(F)COC(F)(F)C(F)F.FC(F)C(F)(F)COC(F)(F)C(F)F
Orbital gap   0.33821 Eh
M   1178.20 Da
Charge   0
LUMO   -0.776 eV
DFT total energy   -5171.71667 Eh
Maximum force   0.0236 Eh/bohr
E_HOMO   -9.979 eV